Record 1
{
  "formula": "C31H38N3OP2PtS",
  "method": "ωB97M-V/def2-TZVPD",
  "symbols": ["Pt", "C", "P", "C", "N", "C", "C", "C", "C", "C", "C", "N", "C", "P", "C", "C", "C", "C", "C", "C", "C", "C", "C", "H", "H", "H", "H", "H", "H", "H", "H", "H", "H", "H", "H", "H", "H", "H", "H", "H", "H", "H", "H", "H", "H", "H", "H", "H", "H", "H", "H", "N", "C", "O", "S", "C", "C", "C", "C", "C", "C", "C", "C", "C", "C", "C", "C", "H", "H", "H", "H", "H", "H", "H", "H", "H", "H"],
  "xyz": [[-0.8241, 0.0346, 0.8163], [1.5022, -1.2714, -1.4225], [1.3795, -0.1335, 0.0045], [1.6248, 1.4603, -0.8616], [2.6154, 1.5848, -1.7084], [2.7294, 2.7044, -2.4438], [3.7496, 2.8498, -3.3907], [3.8165, 3.9838, -4.1623], [2.8730, 5.0118, -4.0041], [1.8703, 4.9100, -3.0726], [1.7642, 3.7639, -2.2732], [0.7810, 3.6183, -1.3740], [0.6903, 2.5069, -0.6875], [-0.7529, 2.2425, 0.3840], [-2.0854, 2.9986, -0.5769], [-0.5861, 3.2344, 1.9775], [-1.9622, 3.8046, 2.3278], [-0.1324, 2.3025, 3.1076], [0.4330, 4.3542, 1.7702], [2.9619, -0.4165, 0.9771], [2.6232, -1.5273, 1.9792], [3.3515, 0.8675, 1.7125], [4.1054, -0.8427, 0.0570], [2.3707, -1.0194, -2.0264], [0.6014, -1.1588, -2.0227], [1.5742, -2.3037, -1.0787], [4.4709, 2.0498, -3.5015], [4.6056, 4.0779, -4.8956], [2.9313, 5.8971, -4.6225], [1.1469, 5.7050, -2.9412], [-1.8694, 4.0550, -0.7268], [-3.0326, 2.8635, -0.0581], [-2.1379, 2.5020, -1.5455], [-2.7191, 3.0185, 2.3717], [-2.2770, 4.5669, 1.6146], [-1.9088, 4.2715, 3.3128], [-0.8832, 1.5408, 3.3140], [0.0191, 2.8796, 4.0227], [0.8071, 1.8132, 2.8604], [0.1709, 4.9814, 0.9159], [1.4366, 3.9551, 1.6080], [0.4580, 4.9859, 2.6597], [1.8066, -1.2281, 2.6396], [3.4938, -1.7573, 2.5966], [2.3271, -2.4452, 1.4651], [2.5811, 1.1886, 2.4121], [3.5519, 1.6804, 1.0132], [4.2612, 0.6914, 2.2884], [3.9405, -1.8351, -0.3629], [5.0276, -0.8772, 0.6401], [4.2437, -0.1281, -0.7518], [-3.7984, 0.4379, 1.6860], [-2.6996, 0.2806, 1.3665], [-0.9553, -2.0909, 1.2746], [-1.2157, -2.6843, -0.1100], [-1.1158, -4.4554, 0.1440], [-0.7644, -5.2429, -0.9414], [-0.6775, -6.6163, -0.7743], [-0.9315, -7.1806, 0.4682], [-1.2758, -6.3761, 1.5469], [-1.3673, -5.0024, 1.3910], [-2.9794, -2.5901, -0.4037], [-3.3743, -2.4789, -1.7293], [-4.7267, -2.4220, -2.0249], [-5.6566, -2.4591, -0.9952], [-5.2429, -2.5686, 0.3261], [-3.8946, -2.6400, 0.6318], [-0.5688, -4.7910, -1.9074], [-0.4041, -7.2436, -1.6120], [-0.8572, -8.2517, 0.5991], [-1.4749, -6.8147, 2.5155], [-1.6184, -4.3569, 2.2232], [-2.6279, -2.4386, -2.5152], [-5.0526, -2.3453, -3.0535], [-6.7120, -2.3920, -1.2234], [-5.9748, -2.5838, 1.1218], [-3.5600, -2.7053, 1.6586]],
  "forces_ev_per_a": [[0.9, 0.2, 0.1], [-0.1, 0.0, 0.2], [0.3, 0.1, -0.5], [0.1, 0.2, -0.2], [0.4, -0.6, 0.0], [-1.0, 0.8, 0.4], [0.5, 0.1, -0.5], [0.2, -0.6, 0.2], [-0.5, 0.2, 0.3], [0.0, 0.6, -0.4], [1.0, -1.1, -0.1], [-0.7, 0.4, 0.2], [0.3, 0.0, -0.2], [-0.2, -0.1, 0.6], [0.0, -0.3, 0.0], [0.0, -0.1, -0.1], [0.0, 0.0, -0.1], [0.0, 0.1, -0.1], [-0.1, 0.0, -0.1], [-0.4, -0.1, 0.3], [0.0, 0.0, 0.0], [-0.1, 0.0, -0.1], [-0.1, 0.0, 0.0], [0.0, 0.0, 0.1], [0.0, 0.0, 0.0], [0.0, 0.0, 0.0], [0.0, 0.0, 0.0], [0.0, 0.0, 0.0], [0.0, 0.0, 0.0], [0.0, 0.0, 0.0], [0.0, 0.0, 0.0], [0.0, 0.0, 0.0], [0.0, 0.0, 0.0], [0.0, 0.0, 0.0], [0.0, 0.0, 0.0], [0.0, 0.0, 0.0], [0.0, 0.0, 0.0], [0.0, 0.1, -0.1], [0.0, 0.0, 0.1], [0.1, 0.0, 0.0], [0.0, 0.0, 0.0], [0.0, 0.0, 0.0], [0.0, 0.0, 0.0], [0.0, 0.0, 0.0], [0.0, 0.0, 0.0], [0.0, 0.0, 0.0], [0.0, 0.0, 0.0], [0.0, 0.0, 0.0], [0.0, 0.0, 0.0], [0.0, 0.0, 0.0], [0.1, 0.0, -0.1], [0.1, 0.1, 0.0], [-0.6, 0.1, 0.1], [0.1, 0.5, 0.1], [-0.8, -1.1, -0.4], [0.3, 0.2, 0.0], [0.0, 0.1, -0.1], [0.0, -0.1, 0.0], [0.0, 0.0, 0.0], [0.0, 0.0, 0.0], [0.0, 0.1, 0.1], [0.2, 0.1, -0.2], [0.1, 0.0, 0.0], [0.0, 0.0, 0.0], [0.0, 0.0, 0.0], [0.0, 0.0, 0.0], [0.0, -0.1, 0.1], [0.0, 0.0, 0.0], [0.0, 0.0, 0.0], [0.0, 0.0, 0.0], [0.0, 0.0, 0.0], [0.0, 0.0, 0.0], [-0.1, 0.0, 0.0], [0.0, 0.0, 0.0], [0.0, 0.0, 0.0], [0.0, 0.0, 0.0], [0.0, 0.0, 0.0]],
  "lowdin_charge": [0.739, -0.244, 0.898, -0.400, 0.149, -0.189, -0.002, -0.047, -0.048, 0.000, -0.191, 0.152, -0.395, 0.870, -0.210, -0.675, -0.087, -0.099, -0.082, -0.687, -0.092, -0.077, -0.085, 0.047, 0.039, 0.042, 0.120, 0.115, 0.115, 0.121, 0.059, 0.048, 0.061, 0.070, 0.082, 0.098, 0.067, 0.099, 0.039, 0.079, 0.079, 0.097, 0.077, 0.096, 0.080, 0.056, 0.079, 0.098, 0.081, 0.096, 0.068, 0.035, -0.487, -0.649, 0.979, -0.369, -0.080, -0.063, -0.059, -0.053, -0.062, -0.394, -0.083, -0.063, -0.054, -0.051, -0.084, 0.113, 0.113, 0.113, 0.114, 0.114, 0.109, 0.111, 0.113, 0.117, 0.116],
  "charge": 1,
  "gap_ha": 0.299,
  "relative_energy_ev": 0.548,
  "fmax_ev_per_a": 1.4,
  "multiplicity": 1,
  "homo_energy_ev": -11.74
}

---

Record 2
{
  "formula": "C31H39AsBI2N7O4Sc",
  "method": "ωB97M-V/def2-TZVPD",
  "symbols": ["Sc", "C", "C", "C", "C", "C", "N", "N", "B", "N", "N", "C", "C", "C", "C", "C", "N", "N", "C", "C", "C", "C", "C", "H", "H", "H", "H", "H", "H", "H", "H", "H", "H", "H", "H", "H", "H", "H", "H", "H", "H", "H", "H", "H", "H", "O", "C", "C", "C", "C", "C", "C", "C", "O", "N", "O", "O", "H", "H", "H", "H", "I", "I", "C", "As", "C", "C", "C", "C", "C", "C", "C", "C", "H", "H", "H", "H", "H", "H", "H", "H", "H", "H", "H", "H", "H"],
  "xyz": [[-0.5506, 0.1624, 0.7580], [-3.1464, -0.0859, 3.6264], [-2.8830, -1.1813, 2.6483], [-3.6658, -2.3115, 2.4286], [-3.0312, -3.0211, 1.4244], [-3.4768, -4.2966, 0.7951], [-1.9205, -2.3485, 1.0812], [-1.8154, -1.2138, 1.8433], [-0.8314, -2.8044, 0.0659], [0.5420, -2.6166, 0.7417], [0.8536, -1.4874, 1.4507], [1.9553, -1.7646, 2.1503], [2.5575, -0.8253, 3.1400], [2.3752, -3.0665, 1.8750], [1.4547, -3.5764, 0.9779], [1.4213, -4.9316, 0.3592], [-0.8673, -1.9507, -1.2305], [-0.4382, -0.6571, -1.2356], [-0.6554, -0.1709, -2.4632], [-0.3526, 1.2441, -2.8248], [-1.1899, -1.1711, -3.2669], [-1.3169, -2.2852, -2.4488], [-1.8359, -3.6337, -2.8101], [-4.2130, -0.0336, 3.8377], [-2.6254, -0.2735, 4.5665], [-2.8301, 0.8801, 3.2409], [-4.5826, -2.5756, 2.9278], [-4.4147, -4.6092, 1.2464], [-3.6288, -4.1662, -0.2757], [-2.7430, -5.0902, 0.9388], [-1.0032, -3.9453, -0.2094], [2.0525, 0.1394, 3.1411], [2.4720, -1.2570, 4.1379], [3.6196, -0.6805, 2.9416], [3.2343, -3.5687, 2.2877], [2.3362, -5.4625, 0.6101], [0.5747, -5.5079, 0.7346], [1.3377, -4.8725, -0.7257], [-0.4278, 1.8896, -1.9487], [0.6502, 1.3361, -3.2471], [-1.0578, 1.5943, -3.5767], [-1.4535, -1.0891, -4.3079], [-2.0533, -3.6633, -3.8748], [-1.1074, -4.4111, -2.5802], [-2.7524, -3.8650, -2.2680], [-2.6840, 0.1370, -0.1660], [-3.5801, 0.9566, -0.3318], [-3.4493, 2.3691, -0.0954], [-4.5302, 3.2186, -0.3417], [-4.3979, 4.5670, -0.1341], [-3.1923, 5.1069, 0.3247], [-2.1211, 4.2865, 0.5684], [-2.2136, 2.8954, 0.3692], [-1.1822, 2.1271, 0.6038], [-5.5288, 5.4553, -0.4094], [-5.3606, 6.6453, -0.2296], [-6.5723, 4.9404, -0.7628], [-4.5551, 0.6058, -0.7009], [-5.4757, 2.8240, -0.6918], [-3.1261, 6.1738, 0.4837], [-1.1817, 4.6936, 0.9202], [-0.1976, 2.2412, 3.1275], [0.2989, 1.7893, 5.7461], [3.3602, 1.9820, 1.2855], [1.8795, 1.5368, 0.0755], [2.1119, 3.1659, -0.9925], [2.7775, 0.1626, -1.0449], [4.1465, 0.5070, -1.5391], [4.3175, 1.2118, -2.7292], [5.5861, 1.5145, -3.1986], [6.7044, 1.1150, -2.4811], [6.5493, 0.4156, -1.2935], [5.2782, 0.1162, -0.8269], [4.2568, 2.1523, 0.6913], [3.5525, 1.1883, 2.0013], [3.1170, 2.8934, 1.8301], [3.1445, 3.2010, -1.3358], [1.9252, 4.0285, -0.3538], [1.4429, 3.2144, -1.8484], [2.1074, -0.0530, -1.8747], [2.8074, -0.7298, -0.4149], [3.4440, 1.5155, -3.2970], [5.7082, 2.0531, -4.1292], [7.6953, 1.3450, -2.8502], [7.4183, 0.0928, -0.7351], [5.1525, -0.4365, 0.0983]],
  "forces_ev_per_a": [[-0.9, 0.8, -0.3], [0.0, -0.1, -0.1], [0.0, -0.1, 0.0], [0.0, 0.1, -0.1], [-0.2, 0.1, 0.1], [0.2, 0.0, 0.0], [0.1, -0.3, 0.1], [-0.4, -0.3, 0.3], [0.1, 0.3, 0.1], [0.0, -0.2, 0.0], [0.1, 0.1, -0.2], [0.0, 0.0, 0.0], [-0.1, -0.1, 0.0], [0.0, 0.0, -0.1], [0.2, 0.1, 0.2], [-0.1, 0.0, 0.0], [0.0, -0.2, -0.1], [0.1, -0.1, 0.0], [0.0, 0.0, -0.1], [0.0, -0.1, 0.1], [0.0, 0.1, 0.0], [0.0, 0.1, -0.1], [0.0, 0.0, 0.1], [0.0, 0.0, 0.0], [0.0, 0.1, 0.0], [0.0, 0.1, 0.0], [0.0, 0.0, 0.0], [0.0, 0.0, 0.0], [0.0, -0.1, 0.0], [0.0, 0.0, 0.0], [0.0, 0.0, 0.0], [0.0, 0.0, 0.0], [0.0, 0.0, 0.0], [0.0, 0.0, 0.0], [0.0, 0.0, 0.0], [0.0, 0.0, 0.0], [0.0, 0.0, 0.0], [0.0, 0.0, 0.0], [0.0, 0.0, 0.0], [0.0, 0.0, 0.0], [0.0, 0.0, 0.0], [0.0, -0.1, 0.0], [0.0, 0.0, 0.0], [0.0, 0.0, 0.0], [0.0, 0.0, 0.0], [-0.1, -0.1, 0.0], [0.0, 0.0, -0.1], [0.4, 0.2, 0.2], [-0.2, 0.0, 0.0], [0.3, -0.1, 0.0], [-0.2, 0.1, -0.1], [0.1, -0.1, 0.1], [-0.4, 0.2, -0.1], [0.4, -0.2, 0.2], [-0.3, 0.1, 0.3], [0.0, -0.2, -0.1], [0.2, 0.1, -0.1], [0.0, 0.0, 0.0], [0.0, 0.0, 0.0], [0.0, 0.0, 0.0], [0.0, 0.0, 0.0], [0.1, 0.1, 0.7], [0.0, 0.0, -0.4], [-0.2, -0.1, 0.1], [1.1, 0.0, -0.3], [-0.3, -0.1, 0.0], [0.1, 0.1, 0.1], [0.0, 0.0, 0.0], [0.0, 0.0, 0.0], [0.0, 0.0, 0.0], [0.1, 0.0, 0.0], [0.0, 0.0, 0.0], [-0.1, 0.0, 0.0], [0.0, 0.0, -0.1], [0.0, 0.1, -0.1], [-0.1, 0.0, 0.0], [0.0, 0.0, 0.0], [0.0, 0.0, 0.0], [0.0, 0.0, 0.0], [-0.1, 0.0, 0.0], [-0.1, 0.0, 0.0], [0.0, 0.0, 0.0], [0.0, 0.0, 0.0], [0.0, 0.0, 0.0], [0.0, 0.0, 0.0], [0.0, 0.0, 0.0]],
  "lowdin_charge": [0.778, -0.027, -0.308, 0.040, -0.247, 0.001, 0.042, -0.017, -0.486, 0.032, 0.005, -0.321, -0.032, 0.035, -0.251, -0.005, 0.045, -0.018, -0.317, -0.010, 0.047, -0.240, 0.004, 0.091, 0.083, 0.015, 0.122, 0.090, 0.073, 0.090, 0.119, 0.001, 0.094, 0.083, 0.122, 0.088, 0.089, 0.089, 0.051, 0.079, 0.097, 0.123, 0.090, 0.089, 0.075, -0.028, -0.112, -0.102, 0.066, -0.133, 0.037, 0.009, -0.344, -0.433, -0.353, 0.092, 0.087, 0.151, 0.136, 0.130, 0.116, 0.479, 0.163, -0.270, 1.132, -0.256, -0.305, -0.315, -0.064, -0.072, -0.081, -0.072, -0.061, 0.035, -0.004, 0.031, 0.030, 0.036, 0.016, 0.057, 0.064, 0.109, 0.108, 0.106, 0.107, 0.112],
  "charge": 1,
  "gap_ha": 0.255,
  "relative_energy_ev": 1.011,
  "fmax_ev_per_a": 1.2,
  "multiplicity": 1,
  "homo_energy_ev": -11.06
}

---

Record 3
{
  "formula": "C31H39CaN8O4Si",
  "method": "ωB97M-V/def2-TZVPD",
  "symbols": ["Ca", "N", "C", "C", "N", "C", "C", "N", "C", "C", "N", "H", "H", "H", "H", "H", "H", "C", "O", "C", "O", "N", "N", "H", "H", "H", "H", "H", "H", "C", "Si", "C", "C", "N", "C", "C", "C", "C", "C", "C", "H", "H", "H", "H", "H", "H", "H", "H", "H", "H", "H", "H", "H", "H", "C", "O", "C", "C", "C", "C", "C", "C", "N", "C", "C", "C", "C", "C", "C", "C", "O", "H", "H", "H", "H", "H", "H", "H", "H", "H", "H", "H", "H", "H"],
  "xyz": [[-0.0159, -0.1696, 0.7367], [4.2040, -0.8261, 2.2920], [4.3319, -1.8532, 1.3816], [3.2356, -1.7765, 0.5784], [2.4465, -0.7275, 0.9772], [3.0490, -0.1818, 2.0090], [2.4330, 0.9272, 2.7199], [1.1516, 1.1853, 2.5843], [0.9111, 2.3096, 3.3324], [2.0619, 2.7258, 3.9270], [3.0290, 1.8315, 3.5295], [4.8155, -0.6617, 3.0730], [5.1706, -2.5255, 1.3949], [2.9507, -2.4047, -0.2492], [-0.0733, 2.7386, 3.4051], [2.2786, 3.5488, 4.5837], [4.0076, 1.8920, 3.7515], [-3.4082, -0.9053, 4.3187], [-3.8061, -0.9546, 2.9363], [-2.8901, -0.5683, 2.0608], [-1.7823, -0.1406, 2.3674], [-3.3401, -0.6848, 0.7893], [-2.4157, -0.5081, -0.2468], [-4.2643, -1.2708, 4.8745], [-3.1715, 0.1166, 4.6055], [-2.5435, -1.5450, 4.4811], [-4.1699, -1.2399, 0.6391], [-2.8123, 0.0885, -0.9627], [-2.1374, -1.4081, -0.6354], [-2.0768, -4.2403, 1.4013], [-0.2946, -3.6794, 1.1325], [0.3133, -3.0038, 2.7854], [0.7313, -5.1893, 0.7044], [-0.1168, -2.4013, 0.0185], [-0.0557, -2.4893, -1.3505], [-0.7284, -3.4767, -2.1080], [-0.6561, -3.5155, -3.4884], [0.0868, -2.5746, -4.1944], [0.7514, -1.5897, -3.4801], [0.6747, -1.5325, -2.0957], [-2.1368, -5.0356, 2.1485], [-2.5251, -4.6229, 0.4809], [-2.7039, -3.4154, 1.7552], [0.1643, -3.7297, 3.5884], [-0.2122, -2.0887, 3.0805], [1.3827, -2.7791, 2.7367], [0.5973, -5.9811, 1.4451], [1.7938, -4.9335, 0.6782], [0.4681, -5.5990, -0.2728], [-1.3099, -4.2250, -1.5810], [-1.1803, -4.2979, -4.0241], [0.1604, -2.6207, -5.2725], [1.3600, -0.8640, -4.0088], [1.2286, -0.7648, -1.5566], [1.1497, 2.3890, -3.6903], [0.0555, 3.0421, -3.0568], [-1.0977, 2.3581, -2.9445], [-1.3955, 1.1852, -3.6333], [-2.6664, 0.6391, -3.5735], [-3.6637, 1.2476, -2.8178], [-3.3522, 2.3771, -2.0777], [-2.0730, 2.9143, -2.1143], [-1.8455, 4.1172, -1.3921], [-0.7949, 4.6382, -0.7733], [0.4668, 4.1571, -0.4270], [1.4263, 5.1660, -0.0912], [2.7355, 4.8736, 0.1035], [3.1592, 3.5237, -0.0315], [2.2756, 2.5212, -0.2816], [0.8660, 2.7706, -0.4072], [0.0309, 1.8221, -0.4616], [2.0011, 3.0533, -3.5740], [0.9535, 2.2298, -4.7524], [1.3524, 1.4344, -3.2013], [-0.6423, 0.7008, -4.2368], [-2.8753, -0.2634, -4.1329], [-4.6670, 0.8443, -2.7972], [-4.1053, 2.8509, -1.4580], [-2.6396, 4.7395, -1.4289], [-0.9685, 5.6789, -0.5163], [1.0885, 6.1948, -0.0365], [3.4508, 5.6520, 0.3265], [4.2128, 3.2893, 0.0711], [2.5996, 1.4912, -0.3705]],
  "forces_ev_per_a": [[-0.1, 0.0, 0.0], [0.0, 0.0, 0.0], [0.0, 0.0, 0.0], [0.0, 0.0, 0.0], [0.0, 0.0, 0.0], [0.0, 0.0, 0.0], [0.0, 0.0, 0.0], [0.0, 0.0, 0.0], [0.0, 0.0, 0.0], [0.0, 0.0, 0.0], [0.0, 0.0, 0.0], [0.0, 0.0, 0.0], [0.0, 0.0, 0.0], [0.0, 0.0, 0.0], [0.0, 0.0, 0.0], [0.0, 0.0, 0.0], [0.0, 0.0, 0.0], [0.0, 0.0, 0.0], [0.0, 0.0, 0.0], [0.0, 0.0, 0.0], [0.0, 0.0, -0.1], [0.0, 0.0, 0.0], [0.0, 0.0, 0.0], [0.0, 0.0, 0.0], [0.0, 0.0, 0.0], [0.0, 0.0, 0.0], [0.0, 0.0, 0.0], [0.0, 0.0, 0.0], [0.0, 0.0, 0.0], [0.0, 0.0, 0.0], [0.0, -0.1, 0.0], [0.0, 0.0, 0.0], [0.0, 0.0, 0.0], [0.1, 0.1, 0.0], [0.0, 0.0, 0.1], [0.0, 0.0, 0.0], [0.0, 0.0, 0.0], [0.0, 0.0, 0.0], [0.0, 0.1, 0.0], [-0.1, -0.1, 0.1], [0.0, 0.0, 0.0], [0.0, 0.0, 0.0], [0.0, 0.0, 0.0], [0.0, 0.0, 0.0], [0.0, 0.0, 0.0], [0.0, 0.0, 0.0], [0.0, 0.0, 0.0], [0.0, 0.0, 0.0], [0.0, 0.0, 0.0], [0.0, 0.0, 0.0], [0.0, 0.0, 0.0], [0.0, 0.0, 0.0], [0.0, 0.0, 0.0], [0.1, 0.0, -0.1], [0.0, 0.0, 0.0], [0.0, 0.0, 0.0], [0.0, 0.0, 0.0], [0.1, 0.0, -0.1], [0.0, 0.0, 0.1], [0.1, 0.0, 0.0], [0.0, 0.0, 0.0], [0.0, 0.0, 0.1], [0.0, 0.0, 0.0], [0.0, 0.0, 0.0], [0.0, 0.0, 0.0], [-0.1, 0.0, 0.0], [0.1, 0.0, 0.0], [0.0, 0.1, 0.0], [-0.1, -0.1, 0.0], [0.0, 0.0, -0.1], [0.0, -0.1, 0.1], [0.0, 0.0, 0.0], [0.0, 0.0, 0.0], [0.0, 0.0, 0.0], [0.0, 0.0, 0.0], [0.0, 0.0, 0.0], [0.0, 0.0, 0.0], [0.0, 0.0, 0.0], [0.0, 0.0, 0.0], [0.0, 0.0, 0.0], [0.0, 0.0, 0.0], [0.0, 0.0, 0.0], [0.0, 0.0, 0.0], [0.0, 0.0, 0.0]],
  "lowdin_charge": [1.347, 0.125, -0.055, -0.110, 0.028, -0.289, -0.286, 0.051, -0.105, -0.062, 0.126, 0.162, 0.120, 0.111, 0.114, 0.118, 0.162, -0.010, -0.008, -0.586, -0.048, 0.042, 0.037, 0.100, 0.098, 0.095, 0.163, 0.063, 0.080, -0.165, 0.331, -0.164, -0.165, -0.238, -0.427, -0.055, -0.094, -0.115, -0.126, -0.077, 0.032, 0.021, 0.005, 0.036, 0.004, 0.013, 0.032, 0.022, 0.025, 0.090, 0.104, 0.096, 0.094, 0.071, -0.036, -0.073, -0.229, 0.007, -0.062, -0.106, -0.027, -0.160, 0.139, 0.012, -0.129, -0.038, -0.085, -0.058, -0.028, -0.374, -0.160, 0.103, 0.104, 0.083, 0.100, 0.117, 0.111, 0.122, 0.160, 0.142, 0.116, 0.104, 0.111, 0.100],
  "charge": 1,
  "gap_ha": 0.222,
  "relative_energy_ev": 0.000,
  "fmax_ev_per_a": 0.2,
  "multiplicity": 1,
  "homo_energy_ev": -8.95
}